Entry 1:
C25H70BeF6N6O7P | wB97M-V/def2-TZVPD

Last column: Löwdin spin population.
Element x y z (Å)
Be 0.328 2.131 1.898  0.59
P 0.598 -1.366 -0.472  0.00
F -0.536 -1.092 -1.598  0.00
F 1.462 -0.347 -1.263  0.00
F 0.029 -0.139 0.452  0.03
F 1.810 -1.455 0.544  0.00
F -0.380 -2.502 0.247  0.00
F 1.207 -2.515 -1.403  0.00
C 4.051 3.786 -0.488  0.00
C 2.701 3.438 0.153  0.01
C 1.728 3.071 -1.033  0.01
O 0.451 2.795 -0.514  0.10
C -0.568 2.235 -1.388  0.01
N 2.850 2.290 1.045  0.04
H 4.692 2.952 -0.775  0.00
H 4.718 4.265 0.228  0.00
H 3.977 4.641 -1.160  0.00
H 2.369 4.340 0.666  0.00
H 2.077 2.130 -1.459  0.00
H 1.638 3.872 -1.766  0.00
H -1.543 2.062 -0.932  0.00
H -0.266 1.269 -1.793  0.00
H -0.782 2.752 -2.323  0.00
H 3.496 2.514 1.788  0.00
H 3.361 1.606 0.505  0.00
C -0.238 0.394 -4.480  0.00
C 0.597 -0.811 -4.798  0.00
C -0.244 -1.917 -5.401  0.00
O -0.864 -1.549 -6.692  0.00
C -1.924 -2.423 -7.082  0.00
N 1.723 -0.398 -5.633  0.00
H -1.092 0.263 -3.816  0.00
H -0.626 0.763 -5.430  0.00
H 0.434 1.161 -4.095  0.00
H 0.966 -1.274 -3.884  0.00
H -1.080 -2.032 -4.711  0.00
H 0.271 -2.850 -5.628  0.00
H -2.619 -2.595 -6.260  0.00
H -1.438 -3.306 -7.497  0.00
H -2.506 -1.991 -7.897  0.00
H 2.344 -1.161 -5.861  0.00
H 1.314 -0.036 -6.483  0.00
C -5.109 3.234 -1.276  0.00
C -6.113 2.421 -0.521  0.00
C -5.770 0.953 -0.617  0.00
O -4.502 0.700 0.065  0.00
C -3.605 -0.172 -0.502  0.00
N -6.040 2.851 0.821  0.00
H -4.058 2.971 -1.157  0.00
H -5.253 4.309 -1.175  0.00
H -5.371 3.135 -2.329  0.00
H -7.125 2.464 -0.924  0.00
H -5.780 0.477 -1.597  0.00
H -6.580 0.385 -0.160  0.00
H -2.696 -0.340 0.076  0.00
H -3.214 0.371 -1.364  0.00
H -3.989 -1.156 -0.769  0.00
H -5.503 3.700 0.718  0.00
H -6.959 3.204 1.045  0.00
C 2.197 -1.422 4.413  0.00
C 1.248 -0.319 4.029  0.00
C 0.848 0.836 5.019  0.01
O -0.215 1.710 4.573  0.10
C -0.549 2.795 5.505  0.01
N 1.856 0.267 2.838  0.05
H 2.204 -2.270 3.727  0.00
H 1.927 -1.839 5.383  0.00
H 3.208 -1.016 4.435  0.00
H 0.322 -0.837 3.778  0.00
H 1.742 1.405 5.274  0.00
H 0.356 0.425 5.900  0.00
H -0.837 2.487 6.510  0.00
H -1.403 3.284 5.036  0.00
H 0.261 3.522 5.571  0.00
H 2.773 0.555 3.148  0.00
H 1.902 -0.473 2.152  0.00
C -3.671 -0.777 6.375  0.00
C -2.877 -0.048 5.315  0.00
C -2.667 -0.891 4.077  0.00
O -3.809 -1.042 3.264  0.00
C -3.571 -2.145 2.410  0.00
N -3.570 1.162 4.825  0.00
H -4.591 -1.183 5.954  0.00
H -3.968 -0.234 7.272  0.00
H -3.210 -1.683 6.767  0.00
H -1.961 0.235 5.833  0.00
H -2.424 -1.912 4.373  0.00
H -1.789 -0.531 3.540  0.00
H -3.717 -3.115 2.886  0.00
H -2.613 -2.083 1.892  0.00
H -4.255 -2.086 1.564  0.00
H -4.320 1.520 5.400  0.00
H -2.849 1.826 4.583  0.00
C 4.593 -2.430 -1.369  0.00
C 5.114 -1.170 -0.714  0.00
C 6.283 -0.655 -1.539  0.00
O 7.319 -1.623 -1.752  0.00
C 8.102 -1.292 -2.918  0.00
N 4.065 -0.206 -0.460  0.00
H 4.442 -2.257 -2.435  0.00
H 3.625 -2.741 -0.976  0.00
H 5.298 -3.261 -1.334  0.00
H 5.490 -1.464 0.266  0.00
H 6.662 0.262 -1.090  0.00
H 5.898 -0.333 -2.507  0.00
H 8.614 -0.391 -2.579  0.00
H 7.458 -1.034 -3.759  0.00
H 8.663 -2.146 -3.296  0.00
H 3.876 0.160 -1.382  0.00
H 3.268 -0.637 -0.015  0.00
C -1.575 -4.709 -1.646  0.00
O -0.167 -4.798 -1.693  0.00
H -2.069 -5.678 -1.571  0.00
H -1.966 -4.196 -0.767  0.00
H -2.022 -4.064 -2.402  0.00
H 0.232 -3.940 -1.529  0.00

Properties
Gap between HOMO and LUMO (alpha / beta) ... 0.28045 / 0.26366 Ha
HOMO (alpha / beta) ... -7.681 / -8.748 eV
⟨S²⟩ ... 0.751
Charge ... 0
Calculated total energy ... -76326.1192 eV
Multiplicity ... 2
LUMO (alpha / beta) ... -0.05 / -1.57 eV

---

Entry 2:
C25H71Br4O28P7 | wB97M-V/def2-TZVPD

Last column: Mulliken charge in e.
Element x y z (Å)
Br 4.010 1.072 -3.303  -0.18
C 2.172 1.233 -3.936  -0.34
C 2.210 1.071 -5.414  -0.59
Br 0.346 1.417 -5.985  -0.20
H 1.859 2.219 -3.619  0.32
H 1.526 0.534 -3.431  0.12
H 2.465 0.113 -5.758  0.43
H 2.807 1.773 -5.918  0.49
Br -5.243 -3.006 -5.669  -0.20
C -3.972 -1.497 -5.722  0.46
C -2.807 -1.639 -6.749  -0.52
Br -1.431 -2.925 -6.298  -0.16
H -3.522 -1.504 -4.746  -0.56
H -4.576 -0.668 -5.990  0.30
H -2.326 -0.648 -6.768  0.22
H -3.091 -1.952 -7.766  0.49
C 0.176 -0.513 6.755  -0.73
O 0.137 0.967 6.844  -0.30
P -1.098 1.811 6.323  1.00
O -0.906 3.226 6.669  -0.76
O -1.316 1.450 4.845  -0.17
C -0.782 2.287 3.813  -0.42
O -2.362 1.139 7.026  -0.36
C -2.478 1.158 8.415  -0.81
H 1.085 -0.720 6.235  0.32
H -0.669 -1.107 6.350  0.28
H 0.278 -0.858 7.814  0.36
H -0.952 1.695 2.897  0.04
H 0.291 2.439 3.947  0.24
H -1.270 3.249 3.739  0.35
H -2.129 0.258 8.896  0.27
H -3.472 1.465 8.698  0.30
H -1.897 1.985 8.850  0.33
C 1.459 5.031 5.518  -0.75
O 1.890 4.272 4.377  -0.25
P 1.874 5.018 2.952  1.06
O 2.248 4.068 1.898  -0.63
O 2.864 6.293 3.056  -0.35
C 4.186 6.243 2.605  -0.71
O 0.441 5.669 2.945  -0.21
C 0.055 6.227 1.690  -0.74
H 1.580 6.115 5.518  0.37
H 2.120 4.706 6.333  0.29
H 0.451 4.788 5.792  0.29
H 4.372 7.041 1.892  0.24
H 4.526 5.270 2.254  0.31
H 4.786 6.392 3.522  0.27
H 0.506 7.204 1.531  0.31
H -1.033 6.363 1.687  0.28
H 0.130 5.560 0.822  0.26
C 7.928 -4.004 -1.582  -0.75
O 6.860 -3.325 -0.910  -0.23
P 5.845 -2.399 -1.776  0.52
O 5.433 -2.982 -3.043  -0.73
O 6.469 -0.955 -2.041  -0.27
C 6.867 -0.157 -0.930  -0.62
O 4.754 -2.202 -0.571  0.11
C 3.324 -2.133 -0.961  -0.17
H 8.700 -3.384 -2.063  0.29
H 7.605 -4.743 -2.297  0.31
H 8.482 -4.500 -0.756  0.23
H 7.350 -0.774 -0.179  0.33
H 6.036 0.388 -0.521  0.22
H 7.584 0.497 -1.382  0.26
H 3.119 -2.239 -2.026  0.52
H 3.017 -1.179 -0.531  0.00
H 2.848 -2.961 -0.385  -0.10
C -1.029 -4.008 0.905  -0.85
O -1.826 -3.448 -0.099  -0.03
P -2.292 -4.368 -1.379  0.31
O -2.777 -5.692 -0.940  -0.84
O -3.233 -3.403 -2.157  0.45
C -4.650 -3.344 -1.859  -0.59
O -1.084 -4.325 -2.345  -0.05
C -0.775 -5.306 -3.376  -0.61
H -1.310 -3.397 1.786  0.20
H -0.007 -3.811 0.598  0.33
H -1.172 -5.073 1.093  0.52
H -4.972 -3.019 -2.840  -0.04
H -4.864 -2.597 -1.089  0.17
H -4.970 -4.347 -1.570  0.40
H -1.055 -6.299 -3.070  0.33
H 0.330 -5.257 -3.505  0.21
H -1.300 -4.962 -4.297  0.07
C 1.865 -0.778 2.470  -0.15
O 1.778 -2.211 2.213  1.13
P 1.981 -3.098 3.459  0.04
O 1.567 -2.499 4.726  -0.58
O 1.249 -4.428 2.974  -0.21
C 0.476 -5.152 4.017  -0.76
O 3.539 -3.431 3.500  -0.38
C 4.133 -4.023 2.279  -0.57
H 1.199 -0.287 1.768  -0.34
H 2.919 -0.465 2.441  0.27
H 1.576 -0.622 3.508  0.18
H 0.283 -4.495 4.870  0.36
H 0.923 -6.114 4.286  0.25
H -0.480 -5.292 3.566  0.22
H 4.496 -5.014 2.592  0.35
H 5.068 -3.519 2.036  0.26
H 3.493 -4.177 1.407  0.16
C -6.740 1.019 -4.110  -0.50
O -6.017 2.227 -3.858  -0.29
P -4.576 2.566 -4.513  0.62
O -3.916 1.354 -4.968  -0.26
O -4.744 3.728 -5.552  -0.39
C -5.723 4.729 -5.280  -0.66
O -3.918 3.340 -3.321  -0.38
C -3.668 2.604 -2.093  -0.39
H -6.243 0.187 -3.587  0.14
H -6.745 0.800 -5.179  0.31
H -7.766 1.241 -3.808  0.27
H -5.531 5.543 -5.982  0.25
H -5.586 5.185 -4.255  0.27
H -6.738 4.377 -5.305  0.25
H -2.624 2.351 -1.942  0.06
H -4.315 1.742 -1.963  0.28
H -3.938 3.395 -1.358  0.34
C -1.530 -0.145 -3.013  0.35
O -1.845 -0.298 -1.661  -0.28
P -0.647 -0.090 -0.618  0.75
O 0.702 -0.541 -1.007  -0.49
O -1.235 -0.815 0.611  0.57
C -2.584 -0.452 0.988  -0.88
O -0.674 1.510 -0.497  -0.31
C 0.543 2.214 -0.636  -0.49
H -1.109 -1.073 -3.432  0.09
H -1.020 0.802 -3.236  0.16
H -2.491 -0.059 -3.517  -0.42
H -3.254 -1.110 0.490  -0.07
H -2.795 0.621 0.997  0.38
H -2.636 -0.686 2.057  0.16
H 0.434 2.972 -1.424  0.21
H 1.350 1.511 -0.753  0.17
H 0.765 2.785 0.279  0.03

Properties
Gap between HOMO and LUMO ... 0.37915 Ha
HOMO ... -10.050 eV
Charge ... 0
SMILES ... COP(=O)(OC)OC.COP(=O)(OC)OC.COP(=O)(OC)OC.COP(=O)(OC)OC.COP(=O)(OC)OC.COP(=O)(OC)OC.COP(=O)(OC)OC.BrCCBr.BrCCBr
Calculated total energy ... -429613.7615 eV
Energy above the lowest of the compared OMol25 structures with the same formula, charge and spin ... 0.0 kJ/mol
LUMO ... 0.27 eV

---

Entry 3:
C25H73MnN2O13 | wB97M-V/def2-TZVPD

Last column: Löwdin spin population.
Element x y z (Å)
Mn -1.131 0.061 4.248  4.72
C -1.100 -1.344 0.613  0.00
C -0.993 0.094 1.186  0.01
O -1.775 0.146 2.335  0.09
H -0.377 -2.046 1.032  0.00
H -0.911 -1.456 -0.443  0.00
H -2.051 -1.749 0.869  0.00
H -1.439 0.681 0.377  0.00
H 0.048 0.417 1.301  0.00
O -5.813 -1.040 2.367  0.00
H -6.136 -0.131 2.568  0.00
H -6.372 -1.326 1.643  0.00
O 0.284 -1.633 4.216  0.04
H 0.629 -1.706 3.315  0.00
H 0.154 -2.539 4.517  0.00
O -3.470 -2.208 3.305  0.00
H -2.904 -1.766 2.692  0.00
H -4.346 -1.816 3.122  0.00
O -1.435 2.069 5.460  0.03
H -2.397 1.915 5.318  0.00
H -1.094 2.660 4.817  0.00
O -2.308 -1.325 5.472  0.04
H -2.912 -1.666 4.746  0.00
H -2.806 -1.252 6.253  0.00
C -5.904 2.484 -0.331  0.00
O -5.527 1.618 0.734  0.00
H -6.522 1.838 -1.002  0.00
H -6.643 3.206 0.078  0.00
H -5.084 2.944 -0.846  0.00
H -4.870 1.002 0.400  0.00
C -4.542 -1.696 -1.188  0.00
O -4.013 -0.722 -0.305  0.00
H -4.304 -1.471 -2.204  0.00
H -4.183 -2.674 -1.067  0.00
H -5.637 -1.667 -1.173  0.00
H -3.916 -1.203 0.521  0.00
C -4.086 2.988 3.328  0.00
O -3.283 1.780 3.684  0.01
H -3.836 3.786 4.018  0.00
H -3.804 3.368 2.333  0.00
H -5.154 2.705 3.398  0.00
H -3.284 1.211 2.882  0.00
C 1.953 1.509 5.170  0.00
O 1.031 0.915 4.235  0.03
H 1.350 2.026 5.930  0.00
H 2.592 0.688 5.547  0.00
H 2.586 2.302 4.648  0.00
H 1.051 1.495 3.466  0.00
C -0.847 -3.703 -2.474  0.00
O -2.187 -3.972 -2.104  0.00
H -0.571 -2.716 -2.086  0.00
H -0.296 -4.606 -2.139  0.00
H -0.754 -3.674 -3.546  0.00
H -2.514 -4.567 -2.802  0.00
C 4.239 -4.478 -2.045  0.00
C 4.820 -3.056 -1.928  0.00
C 4.314 -2.167 -3.034  0.00
C 2.831 -1.899 -2.828  0.00
C 2.577 -1.291 -1.453  0.00
C 3.044 -2.126 -0.303  0.00
N 4.508 -2.420 -0.589  0.00
O 4.843 -3.395 0.408  0.00
C 3.018 -1.248 0.975  0.00
C 2.078 -3.326 -0.105  0.00
C 6.374 -3.089 -1.964  0.00
H 3.130 -4.418 -2.189  0.00
H 4.557 -5.004 -1.150  0.00
H 4.801 -4.983 -2.803  0.00
H 4.827 -1.206 -3.128  0.00
H 4.530 -2.630 -4.034  0.00
H 2.198 -2.750 -2.969  0.00
H 2.585 -1.144 -3.529  0.00
H 1.511 -1.228 -1.245  0.00
H 3.069 -0.336 -1.337  0.00
H 3.455 -0.277 0.649  0.00
H 2.000 -1.126 1.367  0.00
H 3.581 -1.637 1.795  0.00
H 1.806 -3.769 -1.035  0.00
H 2.551 -4.091 0.500  0.00
H 1.240 -2.838 0.321  0.00
H 6.648 -3.515 -2.892  0.00
H 6.824 -3.739 -1.105  0.00
H 6.678 -2.083 -1.853  0.00
H 5.676 -3.099 0.775  0.00
C 2.204 3.611 -4.116  0.00
C 1.406 2.911 -3.038  0.00
C 2.370 2.455 -1.950  0.00
C 1.770 2.071 -0.625  0.00
C 0.772 3.121 -0.167  0.00
C -0.361 3.356 -1.241  0.00
N 0.412 3.831 -2.496  0.00
O -0.569 3.980 -3.486  0.00
C -1.455 2.311 -1.480  0.00
C -1.056 4.558 -0.640  0.00
C 0.799 1.691 -3.763  0.00
H 2.733 4.530 -3.660  0.00
H 1.582 3.864 -4.955  0.00
H 2.952 2.910 -4.480  0.00
H 3.034 1.660 -2.326  0.00
H 2.983 3.322 -1.617  0.00
H 2.526 1.996 0.170  0.00
H 1.305 1.072 -0.719  0.00
H 1.308 4.077 -0.112  0.00
H 0.314 3.135 0.832  0.00
H -2.077 2.616 -2.291  0.00
H -1.153 1.262 -1.561  0.00
H -2.166 2.372 -0.631  0.00
H -1.492 4.142 0.282  0.00
H -0.387 5.416 -0.425  0.00
H -1.774 4.900 -1.385  0.00
H 0.191 1.038 -3.135  0.00
H 1.655 1.113 -4.159  0.00
H 0.203 1.985 -4.640  0.00
H -0.485 4.828 -3.892  0.00

Properties
Gap between HOMO and LUMO (alpha / beta) ... 0.29855 / 0.29878 Ha
HOMO (alpha / beta) ... -10.604 / -10.604 eV
⟨S²⟩ ... 8.753
Charge ... +1
Calculated total energy ... -88017.7614 eV
Multiplicity ... 6
LUMO (alpha / beta) ... -2.48 / -2.47 eV

---

Entry 4:
C25H73NO12 | wB97M-V/def2-TZVPD

Last column: Mulliken charge in e.
Element x y z (Å)
C -3.756 -3.852 -2.924  -1.85
C -2.329 -4.404 -2.890  1.23
C -1.490 -3.372 -3.772  -1.01
C -0.042 -3.540 -3.556  -0.88
C 0.266 -3.319 -2.046  -0.06
C -0.513 -4.212 -1.040  1.90
N -1.928 -4.267 -1.465  1.23
O -2.681 -4.974 -0.568  -0.61
C 0.186 -5.613 -1.053  -1.73
C -0.273 -3.540 0.348  -1.61
C -2.354 -5.808 -3.542  -1.71
H -3.812 -2.790 -2.683  0.17
H -4.391 -4.376 -2.209  0.45
H -4.318 -4.060 -3.835  0.42
H -1.647 -3.613 -4.824  0.44
H -1.815 -2.347 -3.593  0.09
H 0.524 -2.770 -4.081  0.49
H 0.366 -4.442 -4.011  0.40
H 0.069 -2.258 -1.897  -0.50
H 1.326 -3.430 -1.818  0.15
H 1.269 -5.583 -0.938  0.37
H -0.337 -6.289 -0.376  0.43
H -0.001 -6.109 -2.006  0.29
H -0.928 -4.006 1.084  0.55
H 0.704 -3.616 0.825  0.38
H -0.469 -2.469 0.408  -0.27
H -1.360 -6.255 -3.518  0.33
H -2.706 -5.836 -4.573  0.43
H -2.907 -6.412 -2.823  0.39
H -3.153 -4.245 -0.159  0.32
C -3.256 1.809 -2.812  -1.38
C -1.953 1.903 -2.037  0.29
O -1.131 0.761 -2.207  -0.30
H -3.025 1.953 -3.868  0.36
H -4.033 2.489 -2.463  0.40
H -3.727 0.827 -2.770  0.24
H -2.112 2.160 -0.990  0.01
H -1.372 2.758 -2.383  0.24
H -1.495 -0.030 -1.802  -0.08
C 2.320 1.731 4.245  -0.46
C 2.357 2.756 5.382  -0.41
O 1.138 2.707 6.029  -0.57
H 1.327 1.817 3.805  -0.04
H 2.471 0.747 4.689  0.35
H 3.017 1.882 3.421  0.24
H 2.364 3.698 4.833  0.19
H 3.193 2.740 6.082  0.36
H 0.526 3.217 5.493  0.25
C 3.456 2.662 -3.822  -1.27
C 1.961 2.349 -3.643  -0.09
O 1.747 1.521 -2.538  -0.15
H 4.175 1.845 -3.894  0.30
H 3.733 3.305 -2.987  0.21
H 3.766 3.117 -4.763  0.40
H 1.543 1.770 -4.466  0.33
H 1.446 3.280 -3.404  0.26
H 0.799 1.370 -2.559  0.05
C 0.644 0.461 0.778  0.66
C 0.659 1.968 0.842  0.25
O -0.435 2.327 1.674  0.33
H 0.913 0.064 -0.201  -0.74
H -0.388 0.129 0.885  -0.80
H 1.280 -0.090 1.470  0.59
H 0.520 2.300 -0.187  0.62
H 1.636 2.258 1.230  -0.70
H -0.757 3.190 1.404  -0.06
C 4.217 -2.528 -1.154  -1.44
C 3.492 -1.198 -1.019  1.00
O 3.528 -0.469 -2.190  -0.58
H 3.889 -3.254 -1.899  0.29
H 4.136 -3.049 -0.200  0.36
H 5.269 -2.323 -1.352  0.41
H 3.767 -0.533 -0.201  0.26
H 2.452 -1.465 -0.830  -0.52
H 2.937 0.287 -2.186  0.34
C 3.671 4.078 0.782  0.01
O 2.893 5.240 0.807  -0.53
H 3.354 3.545 1.679  -0.19
H 3.495 3.428 -0.075  -0.05
H 4.743 4.268 0.836  0.47
H 3.467 5.917 0.441  0.27
C -3.214 -1.053 0.540  -1.13
O -2.373 -1.285 -0.573  0.18
H -4.063 -1.735 0.495  0.32
H -2.646 -1.473 1.370  0.30
H -3.289 0.029 0.653  0.25
H -2.252 -2.235 -0.638  0.07
C -2.176 0.937 4.179  -0.60
O -1.858 0.068 3.180  -0.25
H -3.044 1.462 3.780  0.31
H -2.385 0.446 5.130  0.29
H -1.425 1.713 4.327  0.05
H -1.497 0.702 2.557  0.00
C -0.655 -2.975 4.392  -0.77
O 0.178 -2.255 3.473  -0.45
H -1.591 -3.420 4.053  0.29
H -0.128 -3.837 4.802  0.34
H -1.040 -2.380 5.221  0.28
H -0.290 -1.433 3.309  0.28
C -1.375 4.872 3.808  -0.63
O 0.004 5.120 3.842  -0.48
H -1.836 4.319 4.626  0.29
H -1.773 5.859 4.046  0.34
H -1.689 4.681 2.782  0.17
H 0.197 5.574 3.018  0.36
C -0.177 5.886 -0.418  -0.47
O 0.062 5.396 0.898  -0.43
H -0.536 5.044 -1.009  0.00
H -0.978 6.625 -0.432  0.29
H 0.748 6.270 -0.848  0.27
H 0.983 5.188 1.070  0.35

Properties
Gap between HOMO and LUMO ... 0.32483 Ha
HOMO ... -8.585 eV
Charge ... 0
SMILES ... CC1(C)CCCC(C)(C)N1O.CCO.CCO.CCO.CCO.CCO.CO.CO.CO.CO.CO.CO
Calculated total energy ... -53162.5897 eV
Energy above the lowest of the compared OMol25 structures with the same formula, charge and spin ... 124.3 kJ/mol
LUMO ... 0.25 eV

---

Q: Among the records above, which one has the lowest calculated total energy?
A: C25H71Br4O28P7

---

Q: Number 1 is which compound?
A: C25H70BeF6N6O7P